(1)
ORCA calculation (ωB97M-V/def2-TZVPD) on a structure of composition C27H56HgNO13S5 in a non-equilibrium geometry.

```
103
Properties=species:S:1:pos:R:3:mulliken_charge:R:1
Hg 17.8217 8.0841 23.7651 1.576
O 13.8670 9.4895 23.0965 0.603
C 15.1107 9.0356 23.3081 0.808
O 15.3601 8.0614 23.9776 -0.818
O 16.1280 9.5652 22.9614 -0.878
H 13.2799 8.7914 23.3959 0.091
C 16.6425 12.6345 20.7442 -0.731
C 17.0542 13.0817 19.3018 -0.796
N 16.0831 12.6092 18.2319 0.596
C 14.8036 13.2539 18.3228 0.076
C 13.7119 12.5363 17.4426 -1.399
C 16.5924 12.6073 16.8577 -0.710
C 16.7316 13.9599 16.1744 -1.101
H 16.1753 11.6568 20.8620 0.244
H 15.8187 13.2583 21.0910 0.271
H 17.4008 12.9282 21.4700 0.271
H 17.1348 14.1687 19.3054 0.361
H 18.0579 12.6660 19.2130 0.439
H 14.4173 13.2736 19.3418 -0.200
H 14.7930 14.3336 18.1734 0.469
H 13.6279 11.4563 17.5642 0.226
H 12.7106 12.9211 17.6359 0.540
H 14.0198 12.6948 16.4091 0.444
H 16.0018 11.9570 16.2125 0.422
H 17.5205 12.0358 16.8536 0.501
H 17.1687 13.8143 15.1865 0.431
H 17.3278 14.6993 16.7092 0.313
H 15.7492 14.3584 15.9208 0.310
C 14.5944 9.2126 19.7064 2.174
C 15.3744 7.9018 19.9103 -0.990
C 14.4121 6.7652 20.1129 -0.153
S 12.9621 7.1833 19.0154 1.079
O 11.7531 7.0172 19.8433 -0.592
O 13.1279 6.4841 17.7460 -0.673
C 13.4230 9.0017 18.8161 -1.227
H 15.2516 9.9850 19.3070 -0.357
H 14.2431 9.5082 20.6950 -1.097
H 16.0831 7.8549 20.7371 0.017
H 15.9470 7.7348 18.9980 0.605
H 13.9023 6.9957 21.0484 -0.258
H 14.7704 5.7368 20.0670 0.532
H 12.5755 9.6675 18.9792 0.425
H 13.7324 9.1221 17.7779 0.440
C 11.5333 4.4034 25.3231 -0.173
C 10.1002 4.6374 24.9506 -0.854
C 10.0427 5.8869 24.0908 -0.697
S 11.4138 6.9387 24.6702 1.062
O 10.7778 8.0239 25.4422 -0.806
O 12.3042 7.2158 23.5383 -0.772
C 12.1989 5.6878 25.7994 -0.362
H 12.0890 4.0886 24.4398 -0.086
H 11.7156 3.6077 26.0454 0.471
H 9.5429 4.7475 25.8809 0.306
H 9.6060 3.8302 24.4099 0.433
H 9.1926 6.5686 24.1166 0.478
H 10.2876 5.5425 23.0860 0.291
H 12.0382 5.9317 26.8495 0.417
H 13.2759 5.7437 25.6414 -0.049
C 15.9535 12.6674 24.9163 0.255
C 17.1523 13.6758 24.6523 -0.895
C 18.3607 12.7605 24.4748 -0.507
S 18.1042 11.3679 25.6598 0.915
O 18.8409 11.5732 26.9147 -0.634
O 18.2030 10.1727 24.8988 -0.632
C 16.3227 11.7182 25.9565 -0.874
H 15.7544 12.1330 23.9874 -0.390
H 15.0177 13.1590 25.1822 0.495
H 17.2308 14.3651 25.4930 0.388
H 17.0152 14.3213 23.7847 0.405
H 19.4137 13.0381 24.5204 0.461
H 18.1577 12.1964 23.5645 0.108
H 16.3115 12.2999 26.8783 0.406
H 15.8320 10.7681 26.1674 0.419
C 16.4278 2.6983 23.1784 -0.721
C 15.1053 3.4638 22.8839 -0.684
C 15.2485 4.8862 23.2731 0.251
S 16.4034 4.8342 24.8054 1.199
O 15.5900 4.6428 25.9988 -0.630
O 17.3734 5.9121 24.7635 -0.733
C 17.1650 3.1960 24.4613 -0.766
H 17.0518 2.7972 22.2902 0.283
H 16.2788 1.6308 23.3407 0.381
H 14.2624 2.9974 23.3939 0.243
H 14.8187 3.3636 21.8370 0.426
H 14.4158 5.5525 23.4983 -0.090
H 15.8266 5.3739 22.4882 0.106
H 16.9901 2.6121 25.3650 0.395
H 18.2344 3.4032 24.4199 0.388
C 10.3639 11.7601 22.2601 -1.100
C 11.2645 11.1530 21.2338 -0.066
C 12.3868 12.0957 20.7520 0.357
S 12.3146 13.4862 22.0356 0.977
O 11.5811 14.5930 21.4640 -0.666
O 13.6541 13.7276 22.5632 -0.528
C 11.1844 12.6434 23.2170 -0.588
H 9.9074 10.9303 22.7997 0.502
H 9.5727 12.2616 21.7029 0.449
H 10.6777 10.7433 20.4117 0.503
H 11.8578 10.3983 21.7500 -0.175
H 12.2509 12.6133 19.8024 -0.021
H 13.3345 11.5967 20.9540 -0.191
H 10.7416 13.4016 23.8629 0.479
H 11.9048 12.0126 23.7379 0.162
```

Properties
**Charge**: +2
**E_tot**: -115344.216 eV
**LUMO level (alpha / beta)**: -8.6 / -9.0 eV
**Gap between HOMO and LUMO (alpha / beta)**: 5.583 / 5.197 eV
**Spin multiplicity**: 2

=====

(2)
ORCA calculation (ωB97M-V/def2-TZVPD) on a structure of composition C27H56MgN3O13 in a non-equilibrium geometry.

```
100
Properties=species:S:1:pos:R:3:mulliken_charge:R:1
Mg 15.3500 -8.5276 -7.1548 1.381
C 9.9911 -10.0059 -6.8346 -0.862
C 11.5064 -9.5824 -6.9729 0.773
O 11.9833 -8.7280 -6.1868 -0.555
O 12.3288 -10.0617 -7.7529 -0.599
H 9.2699 -9.4757 -7.4566 0.272
H 9.7184 -9.6902 -5.8276 0.278
H 9.8710 -11.0756 -7.0063 0.298
C 17.1152 -10.9368 -3.0644 0.201
O 16.3714 -10.5740 -3.9918 -0.672
N 16.6729 -10.7798 -1.8156 0.050
C 15.2237 -10.4368 -1.5421 -0.886
C 17.5392 -11.2871 -0.6735 -0.849
H 18.1370 -11.3350 -3.1620 0.296
H 14.6404 -11.3379 -1.3529 0.322
H 14.7937 -9.7663 -2.2862 0.294
H 15.1757 -9.8550 -0.6216 0.341
H 17.7975 -10.4482 -0.0272 0.291
H 16.9306 -12.0648 -0.2123 0.312
H 18.4946 -11.6582 -1.0443 0.313
C 15.0462 -5.3370 -11.1628 0.239
O 15.2919 -5.8399 -10.0411 -0.678
N 15.9249 -5.1763 -12.1653 0.088
C 17.3664 -5.2348 -11.9675 -0.944
C 15.6036 -4.6790 -13.4501 -0.835
H 14.0512 -4.9894 -11.4807 0.265
H 17.9188 -4.3513 -12.2874 0.313
H 17.7068 -5.9683 -12.6984 0.368
H 17.7619 -5.6002 -11.0198 0.274
H 16.0069 -5.4271 -14.1326 0.304
H 14.5328 -4.5514 -13.6090 0.299
H 16.0935 -3.7240 -13.6400 0.308
C 2.5687 -9.1660 -1.1406 0.192
O 1.8903 -9.5428 -0.1283 -0.629
N 2.8019 -9.9891 -2.1457 0.083
C 3.8698 -9.7962 -3.0800 -0.954
C 2.3230 -11.3913 -2.2279 -0.915
H 3.0047 -8.1604 -1.2447 0.295
H 3.9793 -8.7205 -3.2175 0.329
H 3.6527 -10.1272 -4.0956 0.301
H 4.7986 -10.2226 -2.7011 0.330
H 1.3709 -11.6203 -1.7493 0.303
H 2.0862 -11.7159 -3.2411 0.321
H 3.1371 -12.0013 -1.8363 0.346
O 6.8662 -13.1853 -11.1005 -0.563
C 5.6836 -13.1614 -11.2847 0.685
O 4.9448 -13.4156 -12.3887 -0.343
C 5.6099 -13.8619 -13.5533 -0.139
C 6.0793 -15.2779 -13.4465 -1.146
C 4.7893 -12.8664 -10.1487 -0.942
H 6.4571 -13.1973 -13.7230 0.295
H 4.8304 -13.6979 -14.2973 0.280
H 6.5260 -15.6746 -14.3582 0.379
H 5.2352 -15.9462 -13.2759 0.303
H 6.8623 -15.4536 -12.7088 0.310
H 3.8944 -13.4401 -10.3902 0.321
H 4.4625 -11.8304 -10.2379 0.265
H 5.2574 -13.2174 -9.2290 0.294
O 8.9640 -4.9836 -12.6326 -0.619
C 7.9335 -5.6903 -12.7139 0.815
O 6.7588 -5.3060 -13.0662 -0.321
C 6.5645 -3.9347 -13.3855 -0.330
C 6.9801 -3.7216 -14.8799 -1.028
C 7.8968 -7.1890 -12.3250 -0.997
H 7.1855 -3.2111 -12.8574 0.303
H 5.5594 -3.5726 -13.1696 0.399
H 6.2244 -4.2022 -15.5012 0.281
H 7.9989 -4.1066 -14.9230 0.311
H 6.9902 -2.6426 -15.0342 0.347
H 7.3231 -7.7500 -13.0627 0.302
H 7.4085 -7.2156 -11.3509 0.219
H 8.8631 -7.6788 -12.2051 0.317
O 5.6755 -6.3369 -7.4643 -0.623
C 5.5670 -5.1214 -7.7193 0.708
O 6.5625 -4.2471 -7.6002 -0.271
C 7.8280 -4.6248 -7.0685 -0.101
C 8.8746 -3.4972 -7.2432 -1.217
C 4.3634 -4.4882 -8.3526 -0.821
H 8.2415 -5.4828 -7.5987 0.249
H 7.8284 -4.7921 -5.9915 0.267
H 8.5476 -2.6386 -6.6567 0.330
H 9.0181 -3.2018 -8.2826 0.327
H 9.8307 -3.8472 -6.8542 0.371
H 4.4332 -3.4417 -8.0556 0.319
H 3.4225 -4.9729 -8.0925 0.304
H 4.5043 -4.5523 -9.4316 0.159
O 10.7728 -2.7823 -1.6562 -0.555
C 11.2240 -3.2108 -0.6338 0.767
O 11.3203 -4.5065 -0.3885 -0.364
C 10.8755 -5.4981 -1.2901 -0.225
C 9.3414 -5.7023 -1.1652 -1.062
C 11.6998 -2.2771 0.3750 -0.987
H 11.4236 -6.3893 -0.9844 0.273
H 11.2285 -5.4084 -2.3175 0.320
H 9.0023 -6.5274 -1.7916 0.367
H 8.8494 -4.7824 -1.4810 0.293
H 9.0836 -6.0013 -0.1492 0.297
H 11.4209 -2.7054 1.3377 0.300
H 11.3896 -1.2359 0.2865 0.312
H 12.7834 -2.2119 0.2769 0.265
```

Properties
**Charge**: +1
**E_tot**: -65427.797 eV
**LUMO level**: -7.8 eV
**Gap between HOMO and LUMO**: 2.500 eV
**Energy above the lowest of the compared OMol25 structures with the same formula, charge and spin**: 257.06 kcal per mole

=====

Q: Which of these has the lowest charge?
A: C27H56MgN3O13

=====

Q: Which of these has the lowest E_tot?
A: C27H56HgNO13S5